{
  "formula": "C3H4OS",
  "method": "ωB97M-V with the def2-TZVPD basis set",
  "lumo_ev": 0.03,
  "total_charge": 0,
  "total_energy_ha": -590.0361,
  "e_above_lowest_kcal_mol": 55.6,
  "gap_ev": 10.1,
  "elements": ["S", "O", "C", "C", "C", "H", "H", "H", "H"],
  "coordinates": [[0.36956, 0.60431, -1.37636], [1.17238, -0.71399, 0.64144], [-0.99868, 0.07539, 0.54791], [-1.35720, -0.44761, 1.66002], [0.28483, -0.21001, 0.09344], [-1.61216, 0.77716, -0.21443], [-0.60988, -1.12384, 2.36164], [-2.07820, 0.04702, 2.44626], [1.43456, -0.16397, -1.51136]],
  "lowdin_charge": [0.9219, 0.0649, -0.2972, 0.0196, -0.9981, 0.1279, 0.1435, 0.1051, -0.0876]
}

=====

{
  "formula": "C14H19NO5S3Ti",
  "method": "ωB97M-V with the def2-TZVPD basis set",
  "lumo_ev": -0.22,
  "total_charge": 0,
  "total_energy_ha": -3019.9909,
  "e_above_lowest_kcal_mol": 1.2,
  "gap_ev": 8.5,
  "elements": ["Ti", "S", "S", "S", "O", "O", "O", "O", "O", "N", "C", "C", "C", "C", "C", "C", "C", "C", "C", "C", "C", "C", "C", "C", "H", "H", "H", "H", "H", "H", "H", "H", "H", "H", "H", "H", "H", "H", "H", "H", "H", "H", "H"],
  "coordinates": [[-1.03454, -0.23504, 0.12127], [-0.02075, 0.74253, -2.22598], [-0.36983, 0.27935, 2.27927], [-3.15516, -0.85551, 0.77839], [2.15551, -2.56014, -0.42804], [0.56642, -0.02750, -3.28215], [0.07654, -1.72363, -0.23255], [-1.77123, 1.90873, 0.25311], [-1.43854, 0.37207, -1.86988], [0.67454, 0.67598, -0.81516], [0.02330, 3.46884, -1.86667], [-0.26868, 6.43462, -4.21986], [0.11905, -2.36329, 2.86210], [1.39867, -1.63406, -0.44905], [-0.22070, 5.02170, -3.70629], [-0.89530, -1.38226, 2.31564], [-0.30810, 3.94631, -4.58482], [-3.04916, 2.34079, -0.24915], [-2.21016, -3.34198, 1.47418], [1.84725, -0.19290, -0.68956], [-0.23057, 2.64140, -4.12524], [-0.07324, 2.41408, -2.76385], [-2.02042, -1.85185, 1.65939], [-0.05258, 4.76458, -2.34756], [0.54578, -2.95400, 2.04801], [-0.61188, 7.12433, -3.44970], [-1.71761, 2.11485, 1.19656], [0.92646, -1.83479, 3.36183], [-3.10574, 2.00672, -1.28001], [-3.25622, -3.56681, 1.28014], [-0.34126, -3.04690, 3.57536], [2.43431, 0.13048, 0.16918], [0.02710, 5.59548, -1.65647], [-1.62233, -3.67033, 0.61274], [0.72377, 6.76040, -4.53797], [-3.09844, 3.42868, -0.21235], [-0.28171, 1.80557, -4.80903], [2.49093, -0.18292, -1.56898], [-0.93342, 6.51879, -5.07904], [0.16698, 3.26282, -0.81570], [-0.43241, 4.13232, -5.64484], [-3.85671, 1.90132, 0.33332], [-1.88325, -3.91336, 2.33943]],
  "lowdin_charge": [0.6533, 0.6431, 0.7594, 0.7356, 0.1189, -0.2475, -0.1708, -0.2980, -0.3931, -0.2773, -0.0511, -0.0470, -0.1006, -0.5537, -0.2651, -0.7405, -0.0288, -0.1010, -0.1036, -0.1486, -0.0399, -0.2737, -0.7680, -0.0302, 0.0897, 0.0769, 0.0519, 0.0686, 0.0844, 0.0690, 0.0829, 0.1261, 0.1154, 0.0955, 0.0876, 0.0927, 0.1180, 0.1254, 0.0793, 0.1061, 0.1175, 0.0671, 0.0741]
}

=====

{
  "formula": "C4H7N3O",
  "method": "ωB97M-V with the def2-TZVPD basis set",
  "lumo_ev": 0.79,
  "smiles": "CNC1=NCC=NO1",
  "total_charge": 0,
  "total_energy_ha": -395.9498,
  "e_above_lowest_kcal_mol": 124.6,
  "gap_ev": 9.6,
  "elements": ["O", "N", "N", "N", "C", "C", "C", "C", "H", "H", "H", "H", "H", "H", "H"],
  "coordinates": [[-0.11904, 1.00993, -0.23120], [-0.14471, -1.40341, -0.38841], [-1.40128, 1.01214, 0.51278], [1.84352, -0.02614, -0.52011], [0.46425, -0.26115, -0.50153], [2.49872, 1.12958, 0.34424], [-2.10892, -0.11973, 0.50302], [-1.53932, -1.40442, 0.05545], [-3.13237, 0.06168, 0.99420], [2.55545, -0.93430, -0.41950], [1.94425, 1.88448, -0.18048], [3.72549, 1.04757, 0.42385], [-1.87139, -2.33292, 0.79535], [-2.29875, -1.72430, -0.78108], [2.05852, 0.77450, 1.38038]],
  "lowdin_charge": [-0.1039, 0.0704, 0.0867, -0.0667, -0.4203, -0.0573, -0.1413, -0.2617, 0.1380, 0.1904, 0.0446, 0.1305, 0.1579, 0.1280, 0.1047]
}

=====

{
  "formula": "C5H5NO2",
  "method": "ωB97M-V with the def2-TZVPD basis set",
  "lumo_ev": -1.27,
  "smiles": "O=C1C=CN=C1CO",
  "total_charge": 0,
  "total_energy_ha": -398.6085,
  "e_above_lowest_kcal_mol": 106.7,
  "gap_ev": 8.6,
  "elements": ["O", "O", "N", "C", "C", "C", "C", "C", "H", "H", "H", "H", "H"],
  "coordinates": [[1.48119, 1.97768, 0.09118], [-2.55392, -0.25233, -0.30136], [-0.24697, -0.99646, 0.13621], [1.08328, 0.88647, -0.27808], [-0.33331, 0.24975, 0.12437], [-1.72746, 0.92019, 0.08823], [1.11502, -1.49934, 0.17541], [1.98438, -0.52985, -0.33016], [-1.66622, 2.00860, -0.59352], [1.42273, -2.46724, 0.28155], [-1.76526, 1.28931, 1.16492], [3.12820, -0.68129, -0.34257], [-1.92166, -0.90548, -0.21619]],
  "lowdin_charge": [0.0991, -0.0587, 0.0651, -0.2001, -0.2220, -0.1353, -0.0615, 0.0403, 0.1907, 0.0686, 0.1259, 0.1174, -0.0295]
}

=====

{
  "formula": "C52H37AsF5N2O2PS5Ti",
  "method": "ωB97M-V with the def2-TZVPD basis set",
  "lumo_ev": 3.76,
  "total_charge": -2,
  "total_energy_ha": -8180.7633,
  "e_above_lowest_kcal_mol": 0.0,
  "gap_ev": 5.2,
  "elements": ["As", "Ti", "S", "S", "S", "S", "S", "P", "F", "F", "F", "F", "F", "O", "O", "N", "N", "C", "C", "C", "C", "C", "C", "C", "C", "C", "C", "C", "C", "C", "C", "C", "C", "C", "C", "C", "C", "C", "C", "C", "C", "C", "C", "C", "C", "C", "C", "C", "C", "C", "C", "C", "C", "C", "C", "C", "C", "C", "C", "C", "C", "C", "C", "C", "C", "C", "C", "C", "C", "H", "H", "H", "H", "H", "H", "H", "H", "H", "H", "H", "H", "H", "H", "H", "H", "H", "H", "H", "H", "H", "H", "H", "H", "H", "H", "H", "H", "H", "H", "H", "H", "H", "H", "H", "H", "H"],
  "coordinates": [[2.28000, 5.42694, -1.14237], [0.14133, 0.21819, 0.24814], [-3.83183, 2.31103, -1.31513], [-6.56972, 2.36879, -2.51735], [-4.18579, 1.17208, -3.89455], [-1.35196, 0.42780, -4.34373], [-0.88378, 2.01916, -1.24391], [-0.09040, 2.66885, 1.76759], [-0.84342, -4.96218, -3.21466], [-2.34799, -1.08693, -1.06629], [1.71040, -4.38548, -2.49456], [2.24323, -2.15950, -1.07680], [-2.87211, -3.29519, -2.50512], [1.84768, 0.74703, -1.05896], [-0.86694, -0.50109, 1.54609], [1.69143, 0.05003, 1.41027], [1.73632, -0.13624, 2.76655], [5.41864, 1.03876, -0.24016], [2.18289, 2.92731, 3.32291], [1.73760, 3.97290, 0.08845], [-2.81321, 2.13321, 1.97476], [2.09849, 9.35125, 0.41590], [4.25840, 1.07104, -1.01141], [-0.48462, 6.42329, -1.63922], [-3.52298, 4.68312, 2.80457], [2.41857, 6.80292, 1.45281], [-1.82284, 3.09144, 2.16217], [-0.03753, -1.53707, -1.00670], [0.70887, -0.60354, 4.85720], [-4.94172, 1.96446, -2.56954], [0.42739, 4.17736, 0.83294], [2.95930, 0.35761, 0.92348], [-0.66056, -0.71015, 2.86280], [0.95175, -2.41058, -1.39912], [-2.19336, 4.37153, 2.57672], [4.13642, 0.32846, 1.67757], [2.45386, 7.90499, 2.29500], [-1.73189, -1.19319, 3.63005], [5.34801, 0.66753, 1.09264], [2.01264, -0.36644, 6.89087], [0.55673, 5.59608, -2.04713], [-1.61841, -3.00471, -2.14275], [2.21949, 6.95749, 0.08335], [-1.95629, 5.39322, -3.24319], [-1.62226, -1.37635, 4.98194], [-1.73019, 6.32853, -2.24121], [-4.50387, 3.71747, 2.61567], [2.92306, 3.18933, 4.46327], [0.62030, -0.47278, 3.40485], [2.27994, 3.42757, 5.67014], [0.32786, 4.67739, -3.06685], [0.92631, -0.83441, 7.64983], [1.84728, 0.69941, -2.50037], [1.89795, -0.25817, 5.52782], [-1.31348, -1.86938, -1.41336], [-2.38585, 1.71554, -2.08333], [-0.39227, -1.05683, 5.61952], [-0.58732, -3.85522, -2.50699], [2.06872, 8.24800, -0.42313], [-2.52198, 1.14319, -3.30817], [0.71297, -3.55759, -2.13597], [3.05820, 0.73753, -0.42028], [2.29086, 9.18325, 1.77970], [-0.92351, 4.56560, -3.65587], [0.89655, 3.39326, 5.72343], [0.78589, 2.94047, 3.35389], [0.15441, 3.15772, 4.57323], [-0.24480, -1.16614, 7.02256], [-4.14690, 2.44597, 2.20272], [4.06523, 0.03523, 2.71332], [-2.54087, 6.96125, -1.89928], [-0.33573, 7.12656, -0.82801], [1.64894, 3.11260, -0.58040], [0.38337, 3.53784, 6.66639], [-2.54340, 1.15054, 1.62276], [-0.37853, 4.32902, 0.11570], [-1.09859, 3.80307, -4.40518], [2.93626, -0.08193, 7.38193], [1.01102, -0.92277, 8.72740], [2.30972, 10.04416, 2.43697], [-2.45519, -1.73898, 5.57107], [6.25009, 0.63483, 1.69250], [-2.65540, -1.40139, 3.10213], [-0.92613, 3.12671, 4.63684], [1.96780, 10.34481, 0.00371], [2.21481, 1.65113, -2.88932], [-3.79434, 5.68407, 3.11813], [0.81780, 0.54956, -2.81778], [0.46760, 5.04466, 1.49611], [2.53498, 5.81666, 1.88513], [-4.90712, 1.69495, 2.02884], [-5.54675, 3.96396, 2.77397], [2.57929, 3.76524, 0.75147], [4.00564, 3.16964, 4.41206], [2.70167, 2.67515, 2.40691], [2.59830, 7.75527, 3.35747], [1.11790, 4.00176, -3.37780], [-1.43814, 5.13519, 2.72517], [2.71676, 0.11480, 4.92906], [-2.94443, 5.28389, -3.67289], [2.48755, -0.12723, -2.81361], [1.91127, 8.39309, -1.48679], [2.85552, 3.60815, 6.57049], [-1.09458, -1.51607, 7.60012], [6.36766, 1.30197, -0.69009], [4.29555, 1.35364, -2.05435]],
  "lowdin_charge": [1.2897, 0.8237, 0.8807, 0.3648, 0.8535, 0.3966, 0.6236, 1.0543, 0.0985, 0.0735, 0.0859, 0.0722, 0.1059, -0.2800, -0.2273, -0.1242, 0.0335, -0.1115, -0.1080, -0.4387, -0.1083, -0.1051, -0.0223, -0.1256, -0.0917, -0.1164, -0.3563, -0.0507, -0.0922, -1.5302, -0.4176, -0.2175, -0.2986, -0.2277, -0.1003, -0.0276, -0.0899, -0.0296, -0.1116, -0.1136, -0.4247, -0.1516, -0.4158, -0.0814, -0.0766, -0.0885, -0.0928, -0.0912, -0.2062, -0.1098, -0.1527, -0.1232, -0.0707, -0.0400, -0.2531, -1.0975, -0.1906, -0.1426, -0.1431, -1.2313, -0.1493, -0.2549, -0.1100, -0.0905, -0.0909, -0.3277, -0.0771, -0.0650, -0.0954, 0.0931, 0.0974, 0.0909, 0.0232, 0.0977, 0.0841, 0.0376, 0.0998, 0.0862, 0.0843, 0.0920, 0.0899, 0.0903, 0.1151, 0.1019, 0.0946, 0.0900, 0.0944, -0.0145, 0.0658, 0.0880, 0.1073, 0.0971, 0.0444, 0.1003, 0.0796, 0.0996, 0.0866, 0.1031, 0.0923, 0.1066, 0.1066, 0.0988, 0.0933, 0.0979, 0.0886, 0.1064]
}

=====

{
  "formula": "C4H12N2O5P",
  "method": "ωB97M-V with the def2-TZVPD basis set",
  "lumo_ev": 2.99,
  "total_charge": -1,
  "total_energy_ha": -986.6118,
  "e_above_lowest_kcal_mol": 132.3,
  "gap_ev": 7.6,
  "elements": ["P", "O", "O", "O", "O", "O", "N", "N", "C", "C", "C", "C", "H", "H", "H", "H", "H", "H", "H", "H", "H", "H", "H", "H"],
  "coordinates": [[-1.32051, -0.63248, -2.13615], [-2.43733, 3.13586, 1.38409], [-0.36954, -2.16238, 0.07949], [-0.72632, 1.90380, 1.86017], [-0.10064, -0.20069, -3.21420], [-1.39515, 3.41327, 3.26067], [-1.52073, 2.82540, 2.17272], [2.33954, -0.00049, 1.43277], [-1.10752, 0.69494, -0.92500], [0.35179, -1.26146, 0.91140], [-0.33228, -2.00954, -1.32466], [1.71856, -0.83782, 0.39563], [1.61507, 0.50357, 1.93647], [1.62536, -0.31552, -0.56570], [-1.60241, 1.59636, -1.29880], [-0.25010, -0.37102, 1.13157], [-0.05583, 0.92831, -0.75476], [0.69366, -1.96266, -1.71555], [-0.50406, 0.04765, -4.04155], [-1.59131, 0.45501, 0.02305], [2.91413, 0.71369, 1.00693], [-0.77738, -2.94211, -1.69680], [0.49346, -1.79454, 1.85828], [2.33952, -1.72717, 0.21990]],
  "lowdin_charge": [0.8576, -0.0824, -0.1926, -0.1062, -0.3553, -0.0764, -0.6386, 0.0024, -0.3019, -0.2335, -0.3855, -0.2797, 0.0543, 0.0912, 0.0421, 0.0760, 0.0393, 0.0742, 0.0107, 0.0345, 0.0577, 0.0727, 0.1295, 0.1098]
}